Record 1
A 9-piece molecular cluster, C51H88BrN10O6S overall at a distorted geometry. Source: OMol25; level of theory: the ωB97M-V functional and the def2-TZVPD basis.

The geometry in XYZ format:
```
157
C51H88BrN10O6S the ωB97M-V functional and the def2-TZVPD basis
C 3.117 -2.490 0.501
O 1.861 -2.143 1.065
C 1.270 -1.081 0.369
C 0.061 -0.597 1.127
C -0.949 -1.508 1.477
C -0.927 -2.966 1.072
C -0.887 -3.288 -0.433
C -1.806 -2.449 -1.319
N -1.257 -2.378 -2.685
C -2.035 -1.037 2.246
C -3.178 -1.900 2.703
C -4.257 -1.959 1.605
C -5.105 -0.680 1.533
C -4.765 0.131 0.293
S -4.727 1.882 0.556
O -3.653 2.434 -0.216
O -4.711 2.232 1.950
O -6.116 2.334 -0.052
C -2.068 0.304 2.606
C -1.066 1.168 2.203
Br -1.224 2.953 2.738
N -0.018 0.728 1.475
C 1.049 1.678 1.088
C 2.058 1.847 2.241
C 3.517 1.638 1.850
O 4.182 2.893 1.647
C 5.357 2.673 0.951
C 6.436 1.995 1.727
O 5.460 2.984 -0.192
H 3.820 -1.670 0.645
H 3.029 -2.775 -0.546
H 3.483 -3.343 1.056
H 2.021 -0.311 0.233
H 0.935 -1.372 -0.629
H -1.780 -3.479 1.484
H -0.060 -3.429 1.526
H 0.121 -3.289 -0.832
H -1.213 -4.319 -0.525
H -2.027 -1.463 -0.899
H -2.749 -2.982 -1.413
H -1.723 -1.627 -3.181
H -0.278 -2.120 -2.635
H -3.583 -1.468 3.612
H -2.840 -2.894 2.965
H -4.873 -2.843 1.717
H -3.743 -2.065 0.655
H -6.141 -0.995 1.475
H -5.022 -0.095 2.441
H -3.787 -0.105 -0.105
H -5.473 -0.062 -0.508
H -6.260 3.231 0.298
H -2.879 0.673 3.207
H 1.534 1.372 0.180
H 0.631 2.652 0.866
H 1.962 2.859 2.620
H 1.803 1.188 3.066
H 3.575 1.076 0.915
H 4.019 1.083 2.640
H 6.286 2.140 2.791
H 7.417 2.327 1.425
H 6.336 0.928 1.548
C 4.661 4.758 -2.861
C 5.788 5.670 -2.394
C 5.859 6.984 -3.182
C 6.095 6.733 -4.604
N 6.277 6.517 -5.712
H 4.804 4.456 -3.900
H 4.636 3.857 -2.254
H 3.690 5.252 -2.780
H 6.739 5.142 -2.481
H 5.650 5.903 -1.338
H 6.667 7.613 -2.807
H 4.926 7.541 -3.080
C -8.185 1.588 -4.854
C -8.447 1.959 -3.399
C -8.072 0.839 -2.422
C -8.834 -0.383 -2.659
N -9.329 -1.398 -2.842
H -8.791 0.735 -5.162
H -8.435 2.420 -5.511
H -7.135 1.337 -5.013
H -9.501 2.213 -3.273
H -7.870 2.849 -3.142
H -8.257 1.148 -1.393
H -7.013 0.592 -2.510
C 11.046 1.524 0.154
C 11.459 0.085 0.440
C 10.264 -0.873 0.525
C 9.352 -0.485 1.601
N 8.646 -0.186 2.451
H 10.423 1.926 0.955
H 11.924 2.164 0.071
H 10.488 1.595 -0.782
H 12.021 0.047 1.374
H 12.127 -0.265 -0.348
H 10.602 -1.891 0.715
H 9.708 -0.873 -0.414
C 2.825 7.865 -0.262
C 2.835 7.925 1.262
C 3.034 6.557 1.917
C 1.963 5.639 1.544
N 1.107 4.937 1.257
H 1.997 7.262 -0.640
H 2.715 8.866 -0.679
H 3.753 7.441 -0.642
H 1.896 8.363 1.606
H 3.632 8.581 1.599
H 3.042 6.662 3.002
H 3.983 6.111 1.616
C 6.275 11.851 2.101
C 6.257 11.891 3.625
C 6.434 10.506 4.261
C 5.359 9.600 3.862
N 4.504 8.903 3.554
H 5.449 11.256 1.708
H 6.178 12.855 1.691
H 7.210 11.425 1.730
H 5.317 12.328 3.965
H 7.058 12.540 3.980
H 6.431 10.581 5.348
H 7.385 10.065 3.958
C -6.283 -5.574 -1.279
C -7.587 -5.013 -0.725
C -7.882 -3.586 -1.207
C -6.836 -2.652 -0.785
N -6.022 -1.920 -0.445
H -5.421 -4.991 -0.946
H -6.137 -6.599 -0.937
H -6.289 -5.580 -2.371
H -7.553 -5.032 0.366
H -8.414 -5.655 -1.029
H -8.828 -3.232 -0.802
H -7.955 -3.550 -2.292
C -6.713 -8.898 -3.988
C -5.378 -9.423 -3.469
C -5.537 -10.420 -2.316
C -6.199 -9.789 -1.177
N -6.725 -9.275 -0.299
H -7.253 -8.349 -3.215
H -6.555 -8.218 -4.825
H -7.350 -9.714 -4.334
H -4.761 -8.586 -3.139
H -4.840 -9.914 -4.280
H -4.562 -10.775 -1.993
H -6.126 -11.282 -2.634
C -0.952 -10.845 1.411
C -1.735 -9.560 1.657
C -3.020 -9.475 0.823
C -2.722 -9.506 -0.608
N -2.478 -9.529 -1.728
H -0.618 -10.915 0.376
H -0.066 -10.880 2.044
H -1.560 -11.724 1.634
H -1.101 -8.701 1.434
H -2.004 -9.495 2.712
H -3.560 -8.553 1.038
H -3.684 -10.309 1.056
```

Results
- frontier orbital gap (eV) = 8.70
- net charge = +1
- max |F| (eV/Å) = 1.8
- total energy (eV) = -162370.2507
- LUMO level (eV) = -2.931

These are the Löwdin partial charges, in e, on atoms 1 to 5: number 1, C, carries -0.059; number 2, O, carries -0.165; number 3, C, carries -0.152; number 4, C, carries -0.036; number 5, C, carries -0.065

---

Record 2
A 9-piece molecular cluster, C51H96N4O19 overall at a distorted geometry. Source: OMol25; level of theory: the ωB97M-V functional and the def2-TZVPD basis.

The geometry in XYZ format:
```
170
C51H96N4O19 the ωB97M-V functional and the def2-TZVPD basis
C -8.566 -2.155 -4.409
C -7.910 -2.015 -3.030
C -8.929 -1.794 -1.868
C -7.075 -3.376 -2.900
C -6.205 -3.178 -1.607
C -5.116 -2.105 -1.927
C -5.824 -0.770 -2.179
C -6.208 -0.181 -0.851
C -4.730 0.068 -2.712
N -6.898 -0.913 -3.122
O -7.504 0.252 -3.473
H -9.144 -3.041 -4.670
H -9.354 -1.461 -4.703
H -7.928 -2.049 -5.287
H -9.839 -2.355 -2.077
H -8.564 -2.121 -0.894
H -9.110 -0.777 -1.521
H -7.705 -4.253 -2.757
H -6.414 -3.526 -3.754
H -6.637 -2.863 -0.658
H -5.749 -4.149 -1.415
H -4.526 -2.423 -2.786
H -4.493 -2.054 -1.033
H -6.456 0.867 -1.021
H -5.468 -0.196 -0.052
H -7.128 -0.570 -0.414
H -4.918 1.124 -2.909
H -4.309 -0.334 -3.633
H -3.801 0.131 -2.146
H -7.221 0.526 -4.349
C 2.635 -3.503 -3.886
C 3.639 -3.217 -5.069
C 5.097 -3.383 -4.462
C 3.471 -4.450 -6.068
C 4.104 -4.272 -7.411
C 3.692 -2.971 -8.116
C 3.860 -1.729 -7.166
C 5.331 -1.307 -7.225
C 2.951 -0.591 -7.762
N 3.291 -1.991 -5.856
O 3.324 -0.878 -5.018
H 2.682 -4.446 -3.342
H 2.911 -2.764 -3.134
H 1.590 -3.379 -4.173
H 5.789 -3.312 -5.301
H 5.287 -2.676 -3.654
H 5.294 -4.365 -4.030
H 3.750 -5.411 -5.637
H 2.404 -4.667 -6.012
H 5.172 -4.493 -7.398
H 3.773 -5.112 -8.020
H 2.709 -3.154 -8.549
H 4.462 -2.908 -8.885
H 5.966 -2.183 -7.091
H 5.597 -0.687 -6.369
H 5.613 -0.616 -8.019
H 3.453 0.326 -7.453
H 1.988 -0.431 -7.276
H 2.942 -0.591 -8.851
H 4.173 -0.957 -4.577
C 0.237 1.577 -1.092
C -0.196 0.438 -0.115
C -1.235 0.947 0.930
C -0.942 -0.650 -0.971
C -0.063 -1.681 -1.685
C 1.028 -2.254 -0.780
C 1.859 -1.175 -0.028
C 2.639 -2.001 0.999
C 2.829 -0.478 -1.059
N 0.945 -0.187 0.592
O 1.689 0.793 1.296
H 0.694 1.410 -2.067
H -0.512 2.355 -1.242
H 0.938 2.202 -0.539
H -2.034 1.592 0.565
H -1.501 0.261 1.735
H -0.799 1.755 1.517
H -1.637 -1.058 -0.237
H -1.681 -0.245 -1.663
H -0.729 -2.447 -2.082
H 0.450 -1.181 -2.507
H 1.767 -2.856 -1.309
H 0.631 -2.948 -0.040
H 3.296 -2.736 0.534
H 2.081 -2.693 1.631
H 3.228 -1.351 1.645
H 3.451 0.236 -0.519
H 2.285 0.028 -1.857
H 3.479 -1.210 -1.538
H 1.494 0.504 2.190
C 3.723 4.473 6.126
C 3.487 2.971 6.101
C 2.943 2.593 4.655
C 4.858 2.332 6.407
C 4.823 0.792 6.627
C 3.810 0.404 7.672
C 2.396 1.123 7.566
C 1.462 0.201 6.704
C 2.038 1.238 9.107
N 2.525 2.544 7.141
O 1.296 3.217 7.186
H 2.924 5.136 5.794
H 4.024 4.978 7.044
H 4.559 4.757 5.486
H 2.565 1.575 4.749
H 2.122 3.263 4.401
H 3.812 2.739 4.013
H 5.611 2.685 5.702
H 5.273 2.843 7.276
H 4.596 0.287 5.688
H 5.818 0.390 6.818
H 4.228 0.503 8.674
H 3.709 -0.681 7.675
H 0.561 0.686 6.328
H 1.109 -0.689 7.224
H 1.954 -0.324 5.885
H 1.043 1.604 9.363
H 2.866 1.806 9.530
H 1.979 0.219 9.491
H 1.303 3.684 8.025
O 7.080 3.000 3.869
C 6.991 2.374 2.828
O 6.071 2.641 1.924
C 6.247 1.834 0.788
C 7.398 0.921 1.084
O 7.737 1.236 2.403
H 5.398 1.204 0.522
H 6.448 2.557 -0.003
H 8.238 1.048 0.401
H 7.092 -0.111 0.912
O 0.625 -2.955 6.592
C -0.031 -2.749 5.583
O 0.529 -2.423 4.379
C -0.387 -1.950 3.416
C -1.614 -2.549 4.040
O -1.357 -2.696 5.364
H -0.260 -0.898 3.159
H -0.122 -2.276 2.410
H -1.891 -3.490 3.563
H -2.403 -1.797 4.026
O -1.559 7.164 -4.025
C -1.271 6.003 -4.193
O -2.153 4.946 -4.246
C -1.497 3.722 -4.307
C -0.107 4.174 -4.864
O -0.056 5.507 -4.510
H -1.604 3.405 -3.270
H -1.957 2.953 -4.928
H -0.006 4.000 -5.936
H 0.781 3.776 -4.372
O -4.266 0.266 2.410
C -4.289 0.513 3.614
O -3.327 1.127 4.253
C -3.254 0.771 5.631
C -4.755 0.597 5.893
O -5.206 0.287 4.524
H -2.742 -0.178 5.784
H -2.713 1.505 6.227
H -5.084 1.527 6.358
H -5.034 -0.179 6.605
O -2.360 5.281 -0.978
C -3.117 4.504 -0.525
O -3.626 3.577 -1.120
C -4.567 2.915 -0.504
C -4.708 3.672 0.801
O -3.572 4.583 0.693
H -5.494 2.958 -1.076
H -4.347 1.848 -0.467
H -4.690 2.981 1.644
H -5.532 4.385 0.829
```

Results
- structure (SMILES) = CC1(C)CCCC(C)(C)N1O.CC1(C)CCCC(C)(C)N1O.CC1(C)CCCC(C)(C)N1O.CC1(C)CCCC(C)(C)N1O.O=C1OCCO1.O=C1OCCO1.O=C1OCCO1.O=C1OCCO1.O=C1OCCO1
- frontier orbital gap (eV) = 7.93
- max |F| (eV/Å) = 8.5
- total energy (eV) = -99295.5553
- LUMO level (eV) = 0.145

These are the Löwdin partial charges, in e, on atoms 1 to 5: number 1, C, carries -0.069; number 2, C, carries -0.429; number 3, C, carries -0.021; number 4, C, carries -0.095; number 5, C, carries -0.166

---

For the records above, the corresponding ΔE to the lowest compared entry with this formula, charge and spin values read 0.00, 103.30 kcal per mole.